# 1
C4H6BiO2 as an isolated structure, computed with ωB97M-V/def2-TZVPD.

Geometry (Å):
O (-2.422840, 1.070988, 0.098108)
C (-1.219718, 0.546537, -0.421875)
C (-0.594274, -0.343600, 0.647913)
C (0.573231, -1.098419, 0.176798)
C (1.766356, -1.175519, -0.314254)
H (-2.849612, 1.615328, -0.568340)
H (-0.517196, 1.356443, -0.681671)
H (-1.405526, -0.045632, -1.333082)
H (-1.353530, -1.053355, 1.014982)
H (-0.313157, 0.270204, 1.522200)
H (2.358687, -2.089706, -0.436209)
O (2.771381, 0.079027, -0.675676)
Bi (3.206194, 0.867708, 0.971100)

Atomic forces in eV per Å
1.007 -0.699 0.465
-0.932 0.462 -1.560
1.039 -1.001 0.350
-0.183 3.156 -0.454
1.222 -0.615 -0.282
-0.154 0.142 -0.186
-0.027 -0.210 0.081
0.122 0.121 0.208
-0.255 -0.030 0.102
0.073 -0.461 0.172
-0.235 0.279 -0.171
-3.196 -3.162 -1.803
1.519 2.019 3.078

Multiplicity: 2
Net charge: +2
Total energy in Ha: -520.14841
Kohn-Sham gap (spin up / spin down) in eV: 4.793 / 5.691
⟨S²⟩: 0.790

=====

# 2
C4H6BiO5 as an isolated structure, computed with ωB97M-V/def2-TZVPD.

Geometry (Å):
O (2.418056, -1.546655, 1.691153)
C (1.533047, -1.142271, 0.831103)
O (0.311141, -1.322634, 1.043945)
O (1.999454, -0.258490, 0.025787)
H (2.011341, -1.947212, 2.473401)
C (1.142941, 0.533124, -1.022605)
C (0.031156, 1.327085, -0.426372)
O (-1.156721, 0.495426, -0.452894)
C (-2.381261, 0.963208, -0.560089)
O (-3.078626, -0.120422, -0.216470)
Bi (-1.541006, -1.470643, 0.380162)
H (1.874643, 1.214958, -1.463115)
H (0.808690, -0.242518, -1.721738)
H (-0.205489, 2.219260, -1.012646)
H (0.268824, 1.330275, 0.760491)
H (-4.036189, -0.032485, -0.330113)

Atomic forces in eV per Å
-0.930 0.010 -1.507
4.736 2.903 1.889
-1.054 -0.738 0.365
-1.149 0.227 -1.453
0.142 -0.566 0.410
1.148 -1.285 0.383
1.977 -0.181 3.156
-0.706 -1.047 -0.013
-0.897 2.275 -0.844
-1.398 1.174 -0.575
-0.696 -4.647 0.719
0.175 -0.392 0.007
0.255 0.352 -0.277
0.100 0.275 0.601
-0.567 1.399 -2.821
-1.138 0.242 -0.039

Net charge: +3
Total energy in Ha: -745.37979
Kohn-Sham gap in eV: 6.958

=====

# 3
One molecule with the formula C4H6Br2N2, computed with ωB97M-V/def2-TZVPD.

Geometry (Å):
C (1.022757, 0.107381, 1.220850)
C (0.134251, -0.017909, 0.007542)
C (-0.275784, 1.074028, -0.645255)
N (-0.937730, 0.677558, -1.834310)
Br (-0.363750, 1.395697, -3.571391)
C (-1.147880, -0.693242, -1.678965)
N (-0.380673, -1.170917, -0.563601)
Br (1.088626, -2.502926, -0.780285)
H (1.804548, -0.519790, 0.979547)
H (0.483538, -0.224157, 2.168293)
H (1.188113, 1.178393, 1.169890)
H (-0.332379, 2.144238, -0.339701)
H (-2.291027, -0.895761, -1.447204)
H (-1.024076, -1.285421, -2.611700)

Atomic forces in eV per Å
-3.786 0.248 0.315
0.026 0.843 1.336
-0.558 0.955 -1.599
-0.721 2.087 0.029
0.140 -0.494 1.015
-2.732 -2.596 -2.131
1.273 -0.566 1.166
-0.543 0.310 -0.432
2.318 -0.939 0.167
0.902 0.446 -1.115
0.842 -0.107 0.852
0.529 -1.131 -0.312
1.985 0.536 0.057
0.327 0.407 0.651

SMILES string: CC1=CN(Br)CN1Br
Total energy in Ha: -5413.43944
Kohn-Sham gap in eV: 7.557